No. 1
78
Properties=species:S:1:pos:R:3:forces:R:3:mulliken_charge:R:1 method="wB97M-V/def2-TZVPD" total_charge=+2 homo_energy_ev="-14.3 / -14.3" e_lumo_ev="-8.657 / -8.644" orbital_gap_ev="5.6 / 5.6"
Os 0.285 -0.309 0.519 -1.796 0.085 0.067 1.53
N -1.485 -1.402 0.529 0.308 -0.008 0.115 -1.10
C -1.606 -2.836 0.296 -0.056 0.107 0.053 0.78
C -2.843 -3.388 0.590 -0.032 -0.003 -0.090 -0.73
C -3.071 -4.733 0.365 0.090 -0.043 -0.039 -0.74
C -2.042 -5.521 -0.143 -0.086 0.100 0.061 -0.98
C -0.808 -4.963 -0.399 0.045 -0.016 -0.037 -1.12
C -0.547 -3.596 -0.186 0.034 -0.069 0.030 0.69
C 0.832 -3.098 -0.321 -0.403 0.527 0.558 1.24
C 1.759 -3.849 -1.056 0.532 -0.221 -0.176 -1.32
C 3.117 -3.622 -0.973 -0.368 -0.116 -0.143 -0.86
C 3.629 -2.581 -0.179 0.105 0.166 0.323 -0.78
C 2.754 -1.714 0.409 0.095 -0.348 -0.587 -0.61
C 1.341 -1.901 0.293 0.671 0.214 0.128 1.13
H -1.834 -1.220 1.479 0.006 0.007 0.050 0.76
H -2.174 -0.926 -0.059 0.107 0.010 -0.016 0.12
H -3.630 -2.749 0.974 -0.012 -0.010 0.017 0.59
H -4.037 -5.164 0.591 -0.005 0.001 -0.016 0.46
H -2.196 -6.577 -0.313 -0.003 -0.004 0.009 0.44
H -0.015 -5.620 -0.724 0.006 0.009 0.016 0.41
H 1.405 -4.659 -1.677 0.042 -0.039 0.031 0.53
H 3.799 -4.261 -1.519 -0.022 -0.003 -0.024 0.46
H 4.697 -2.451 -0.069 0.007 -0.020 -0.017 0.48
H 3.130 -0.864 0.966 -0.026 0.066 -0.061 0.43
C 1.688 -0.439 -2.588 -0.034 0.083 -0.072 -1.55
P 0.213 0.194 -1.759 0.395 0.118 -0.106 1.14
C -1.231 -0.446 -2.603 -0.110 0.040 0.025 0.88
C -2.519 -0.135 -2.143 -0.005 0.191 -0.068 -0.93
C -3.629 -0.628 -2.807 0.010 -0.015 -0.006 -1.01
C -3.468 -1.426 -3.935 0.029 -0.006 -0.002 -0.75
C -2.197 -1.718 -4.407 -0.022 0.011 0.008 -0.82
C -1.078 -1.229 -3.746 0.042 -0.136 0.050 -0.96
C 0.307 1.982 -1.897 -0.079 0.019 0.061 0.74
C -0.703 2.720 -2.513 0.001 -0.024 0.042 -0.23
C -0.534 4.084 -2.700 0.019 -0.005 0.010 -0.78
C 0.630 4.706 -2.275 -0.018 0.016 -0.033 -0.74
C 1.633 3.974 -1.650 0.024 -0.014 -0.016 -0.66
C 1.473 2.615 -1.456 0.036 -0.017 -0.016 -0.55
H 1.752 -0.010 -3.589 -0.049 0.004 0.001 0.57
H 1.667 -1.525 -2.649 0.024 -0.036 0.058 0.45
H 2.563 -0.125 -2.022 -0.004 -0.010 -0.001 0.45
H -2.661 0.543 -1.306 0.026 -0.059 0.004 0.70
H -4.620 -0.375 -2.454 0.003 -0.001 0.002 0.53
H -4.336 -1.808 -4.454 -0.001 -0.002 0.003 0.47
H -2.072 -2.323 -5.294 0.003 0.005 -0.001 0.47
H -0.096 -1.467 -4.134 -0.010 -0.001 0.003 0.41
H -1.607 2.239 -2.861 -0.002 -0.006 -0.011 0.44
H -1.311 4.658 -3.186 -0.001 -0.001 0.000 0.46
H 0.761 5.768 -2.432 -0.005 0.000 -0.005 0.47
H 2.544 4.463 -1.331 0.002 -0.006 0.005 0.51
H 2.268 2.046 -0.984 -0.006 0.001 0.015 0.30
F -1.884 1.287 0.600 0.518 -0.028 0.014 -0.16
B -2.423 1.083 1.935 -0.154 -0.238 0.159 0.30
F -2.632 2.274 2.558 0.012 0.032 -0.063 -0.29
F -1.413 0.325 2.655 -0.105 0.052 0.025 -0.42
F -3.529 0.263 1.795 0.060 0.070 -0.011 -0.32
C 3.462 -0.342 3.773 0.003 -0.006 0.030 -1.34
C 1.955 -0.317 3.992 0.017 -0.045 -0.057 0.31
C 1.378 1.080 4.147 -0.032 -0.011 0.026 -0.92
S 1.581 2.074 2.655 -0.424 -0.234 0.329 0.20
O 0.807 1.257 1.552 0.560 -0.202 -0.706 0.11
C 0.434 3.401 3.036 0.033 0.018 -0.024 -0.47
C 0.521 4.572 2.050 0.000 -0.064 -0.047 -0.63
C -0.579 4.518 0.997 -0.024 -0.016 -0.003 -0.72
H 3.826 -1.365 3.691 -0.002 0.003 -0.019 0.41
H 3.985 0.125 4.609 -0.008 0.001 0.004 0.38
H 3.758 0.195 2.868 0.009 0.004 0.006 0.30
H 1.693 -0.867 4.897 0.019 0.020 0.019 0.45
H 1.430 -0.841 3.183 0.006 0.009 0.007 -0.33
H 1.911 1.649 4.914 -0.013 0.005 0.009 0.69
H 0.310 1.070 4.370 -0.004 0.015 -0.023 0.37
H 0.702 3.682 4.059 0.069 0.027 -0.014 0.72
H -0.556 2.940 3.052 -0.019 -0.004 0.078 0.12
H 1.508 4.593 1.576 -0.005 0.016 0.031 0.27
H 0.449 5.494 2.628 -0.033 0.008 -0.011 0.39
H -0.531 3.599 0.410 0.010 0.018 0.012 -0.08
H -0.493 5.362 0.315 -0.010 0.016 0.013 0.45
H -1.564 4.555 1.464 0.010 -0.001 0.013 0.38

No. 2
184
Properties=species:S:1:pos:R:3:forces:R:3:mulliken_charge:R:1 method="wB97M-V/def2-TZVPD" total_charge=0 homo_energy_ev=-8.1 e_lumo_ev=0.442 orbital_gap_ev=8.5 smiles=CC1(C)CCCC(C)(C)N1O.CC1(C)CCCC(C)(C)N1O.CC1(C)CCCC(C)(C)N1O.CC1(C)CCCC(C)(C)N1O.CC1(C)CCCC(C)(C)N1O.COC[C@H](C)N.COC[C@H](C)N
C 4.730 -3.015 -5.605 -1.086 -0.480 0.544 -1.45
C 3.554 -3.984 -5.209 0.692 0.436 -0.950 1.38
C 3.828 -4.417 -3.777 -0.443 -0.098 0.931 -1.52
C 3.424 -3.433 -2.668 0.361 0.492 -1.373 0.33
C 1.993 -2.852 -2.902 1.979 0.068 0.951 -1.05
C 1.832 -2.306 -4.345 -0.914 -1.109 0.498 2.69
N 2.212 -3.376 -5.300 1.274 -1.441 3.394 0.27
O 1.965 -3.055 -6.580 -0.899 0.821 -2.318 -0.47
C 0.330 -2.062 -4.580 0.019 -0.581 0.029 -2.23
C 2.566 -1.007 -4.481 0.337 1.131 0.204 -1.72
C 3.638 -5.218 -6.136 -1.237 -1.186 0.116 -1.97
H 4.855 -2.412 -4.705 0.701 0.263 -0.360 0.20
H 4.508 -2.380 -6.463 -0.062 -0.123 0.025 0.24
H 5.581 -3.660 -5.821 0.231 0.390 0.140 0.48
H 3.258 -5.290 -3.457 0.140 -0.595 -0.765 0.41
H 4.898 -4.618 -3.733 0.023 -0.315 0.259 0.41
H 4.112 -2.588 -2.675 0.078 0.219 -0.009 -0.78
H 3.630 -3.902 -1.706 -0.603 -0.062 0.153 0.69
H 2.070 -2.009 -2.214 -0.787 0.482 -0.085 -0.01
H 1.219 -3.492 -2.479 -0.201 -0.218 -0.694 0.50
H -0.100 -3.043 -4.784 -0.189 0.038 -0.448 0.57
H -0.221 -1.756 -3.691 0.372 0.527 0.166 -0.05
H 0.174 -1.357 -5.396 -0.215 -0.153 -0.019 0.42
H 1.936 -0.239 -4.033 -0.070 0.205 -0.032 0.53
H 3.500 -0.950 -3.922 0.132 -0.197 -0.179 0.04
H 2.746 -0.711 -5.515 -0.027 -0.158 -0.050 0.38
H 4.572 -5.780 -6.133 0.321 0.519 0.270 0.39
H 3.318 -5.174 -7.177 0.430 1.116 -0.168 0.38
H 2.907 -5.963 -5.821 -0.178 -0.130 0.674 0.45
H 1.293 -3.711 -6.777 -0.195 0.223 -0.752 0.38
C -2.812 2.582 0.104 -0.400 -0.927 0.786 -2.44
C -1.688 1.547 -0.074 1.303 0.996 -0.774 2.99
C -0.449 2.413 -0.627 -1.628 -0.210 -0.540 0.32
C 0.896 1.770 -0.614 -0.086 -1.206 0.821 0.09
C 1.073 1.018 0.738 -0.450 -0.569 -1.217 -0.77
C -0.060 0.069 1.297 -0.194 2.507 -1.614 2.22
N -1.298 0.899 1.195 0.881 1.015 -0.859 1.42
O -2.384 0.275 1.824 -0.257 -0.185 -0.109 -0.62
C -0.126 -1.252 0.483 -0.014 0.266 1.531 -0.91
C 0.202 0.034 2.783 -0.767 -0.778 0.487 -1.75
C -2.124 0.597 -1.164 -1.151 -1.483 -1.005 -2.20
H -3.223 2.844 -0.871 0.409 0.508 0.035 0.34
H -2.500 3.421 0.726 -0.023 0.117 -0.311 -0.17
H -3.659 2.127 0.616 -0.047 -0.168 0.159 0.55
H -0.717 2.629 -1.661 -0.192 0.064 -0.230 0.57
H -0.449 3.403 -0.172 -0.008 -0.356 0.627 -2.13
H 1.689 2.507 -0.740 0.061 0.132 0.285 0.76
H 1.061 1.096 -1.454 -0.360 -0.253 -0.122 -0.45
H 1.222 1.825 1.454 0.662 -0.526 0.396 0.73
H 1.837 0.270 0.524 0.964 0.571 0.858 -0.61
H 0.571 -2.004 0.852 0.561 0.239 -0.086 -0.19
H -1.076 -1.729 0.725 -0.356 0.164 -0.653 0.49
H 0.063 -1.038 -0.569 -0.309 -0.320 0.073 -0.38
H 0.019 1.021 3.209 0.591 0.304 -0.266 0.18
H -0.609 -0.516 3.261 0.369 -0.760 0.172 0.16
H 1.194 -0.342 3.033 -0.117 -0.095 0.125 0.34
H -2.802 0.990 -1.921 0.468 0.985 -0.170 0.39
H -2.825 -0.174 -0.845 0.304 -0.332 0.936 0.60
H -1.365 0.057 -1.731 0.381 0.199 0.239 -0.20
H -2.393 0.821 2.613 -0.600 -0.308 0.325 -0.35
C 7.246 -2.165 -2.027 0.002 0.023 1.500 -1.77
C 7.065 -1.461 -0.610 0.789 2.456 -1.091 1.21
C 6.498 0.006 -0.953 -0.706 -0.754 0.289 -0.61
C 5.980 0.837 0.242 1.260 -1.574 -0.483 -1.15
C 4.952 0.049 1.013 0.365 0.588 -0.436 -0.63
C 5.350 -1.421 1.374 -0.283 0.987 -0.393 1.88
N 6.127 -2.109 0.283 -2.469 2.332 -0.967 1.16
O 6.288 -3.423 0.566 1.226 -1.558 0.541 -0.56
C 6.224 -1.355 2.608 -0.299 0.432 0.211 -1.93
C 4.001 -2.094 1.617 -0.953 -1.106 -0.535 -1.78
C 8.504 -1.291 0.012 0.276 -0.728 0.650 -1.77
H 7.385 -3.216 -1.772 0.143 -0.178 -0.569 0.47
H 8.125 -1.768 -2.535 0.236 -0.122 0.355 0.48
H 6.459 -2.030 -2.769 -0.529 -0.075 0.514 0.17
H 7.249 0.543 -1.532 0.174 -0.045 0.119 0.51
H 5.636 -0.115 -1.611 -0.071 -0.314 -0.291 -0.25
H 5.429 1.722 -0.077 0.889 0.452 -0.048 0.52
H 6.880 0.962 0.844 -0.177 0.997 0.303 0.36
H 4.044 0.236 0.440 -0.323 -1.230 -0.299 -0.30
H 4.718 0.688 1.864 0.165 -0.623 0.813 0.50
H 7.030 -0.651 2.403 0.165 -0.145 0.190 0.32
H 5.597 -0.914 3.383 0.261 -0.224 0.454 0.44
H 6.634 -2.324 2.893 -0.118 0.062 0.053 0.39
H 3.296 -1.854 0.821 0.313 -0.228 -0.707 -0.01
H 4.033 -3.181 1.701 0.313 -0.088 -0.111 0.60
H 3.342 -1.812 2.438 0.907 0.628 0.782 0.23
H 8.611 -0.600 0.847 -0.675 0.233 0.051 0.28
H 9.361 -1.027 -0.607 -0.498 0.132 -0.817 0.43
H 8.828 -2.236 0.449 -0.216 -0.348 0.018 0.42
H 5.701 -3.920 -0.008 -0.228 -0.002 -0.198 0.32
C -6.768 -0.541 -3.247 -1.003 1.606 -0.545 -2.02
C -5.421 -0.417 -3.984 0.783 -1.600 0.566 1.86
C -4.593 -1.480 -3.149 0.400 0.547 -0.284 -1.39
C -3.385 -2.018 -3.849 0.542 0.930 -0.351 0.22
C -3.754 -2.523 -5.238 1.414 -0.658 0.144 -1.59
C -4.445 -1.584 -6.188 0.307 2.575 1.498 1.82
N -5.530 -0.859 -5.408 -0.298 -2.184 0.634 0.08
O -6.223 0.078 -6.153 -0.104 0.128 -0.350 -0.46
C -3.376 -0.473 -6.674 -0.622 -1.480 -0.635 -1.71
C -4.988 -2.408 -7.356 -1.021 1.103 -0.158 -1.99
C -4.828 1.031 -3.890 -0.276 -0.525 0.358 -2.04
H -7.311 -1.479 -3.359 0.436 -0.077 -0.388 0.41
H -7.422 0.265 -3.580 -0.346 -0.051 -0.291 0.43
H -6.715 -0.348 -2.175 0.637 -0.100 0.117 0.37
H -4.312 -1.025 -2.199 -0.020 0.259 -0.013 0.42
H -5.155 -2.363 -2.846 -0.744 0.210 -0.332 0.49
H -2.848 -2.707 -3.197 -0.262 -0.660 -0.286 0.70
H -2.629 -1.241 -3.960 0.003 0.446 -0.180 -0.25
H -4.272 -3.481 -5.210 -0.121 0.011 0.152 0.39
H -2.813 -2.658 -5.772 0.247 -0.758 0.058 0.40
H -3.815 0.343 -7.248 -0.303 0.096 0.250 0.38
H -2.731 -0.081 -5.887 -0.274 -0.100 0.136 0.25
H -2.737 -0.964 -7.408 0.274 -0.075 0.024 0.51
H -5.606 -1.700 -7.909 0.082 -0.134 -0.561 0.43
H -4.238 -2.858 -8.007 0.265 0.339 0.167 0.35
H -5.678 -3.205 -7.080 0.132 0.040 0.542 0.45
H -5.447 1.776 -4.390 -0.285 -0.135 -0.002 0.63
H -3.832 1.145 -4.317 0.106 -0.355 0.029 0.32
H -4.777 1.341 -2.847 -0.022 -0.033 0.063 0.43
H -5.614 0.819 -6.196 0.032 0.641 -0.375 0.34
C -5.162 2.533 4.311 -0.157 0.382 1.334 -2.08
C -3.787 2.506 5.040 1.599 -1.192 -2.269 1.65
C -2.842 3.246 3.969 0.764 -0.212 0.979 0.84
C -1.497 3.684 4.568 -1.264 -1.166 0.185 -0.37
C -1.785 4.438 5.851 1.446 -0.126 -1.197 -1.91
C -2.536 3.633 6.936 0.757 0.099 -1.412 2.30
N -3.782 3.157 6.350 -0.172 0.573 -1.843 0.35
O -4.591 2.431 7.256 0.087 0.215 -0.108 -0.48
C -1.655 2.554 7.553 -0.248 -0.556 -0.100 -1.82
C -2.854 4.626 7.972 -1.069 1.755 1.625 -2.02
C -3.343 0.973 5.091 -0.702 0.817 -0.040 -1.57
H -5.497 3.570 4.321 -0.293 0.030 0.196 0.51
H -5.864 1.888 4.839 -0.255 0.130 0.022 0.48
H -5.195 2.246 3.259 0.701 -0.282 0.078 0.20
H -2.534 2.542 3.196 -0.613 -0.201 -0.181 -1.43
H -3.295 4.082 3.437 -0.472 0.079 0.339 0.68
H -0.929 4.248 3.828 0.098 0.071 0.198 -0.03
H -1.016 2.727 4.769 0.677 0.127 0.148 0.12
H -2.207 5.368 5.470 -0.882 0.134 0.745 0.41
H -0.813 4.749 6.233 0.021 -0.041 0.583 0.63
H -1.185 1.868 6.849 0.041 0.206 -0.134 0.25
H -0.883 2.993 8.185 -0.061 -0.006 0.020 0.43
H -2.339 1.955 8.154 0.223 -0.105 0.319 0.47
H -2.115 5.426 8.007 0.276 -0.198 0.193 0.39
H -3.781 5.144 7.729 -0.117 -0.005 -0.153 0.47
H -2.998 4.248 8.984 0.142 -0.282 -0.024 0.34
H -3.433 0.633 4.059 -0.106 -0.387 0.211 0.63
H -4.051 0.423 5.711 -0.158 -0.015 -0.116 0.47
H -2.363 0.697 5.480 0.189 0.547 -0.120 0.24
H -5.364 2.995 7.177 -0.472 -0.309 0.582 0.37
C 1.427 -4.373 3.201 0.247 0.692 -1.057 -0.80
C 0.644 -4.235 4.466 -1.676 0.360 -1.065 0.72
C -0.886 -3.998 4.132 -0.006 -0.202 1.575 -0.01
O -1.651 -4.256 5.341 -0.759 0.188 0.189 -0.34
C -3.031 -3.779 5.383 1.130 0.212 -1.263 -0.40
N 0.765 -5.484 5.161 0.065 -0.225 1.180 -0.74
H 2.484 -4.200 3.401 0.193 -0.726 0.030 0.34
H 1.229 -3.597 2.461 -0.437 0.240 0.002 -0.35
H 1.181 -5.321 2.723 0.443 -0.121 0.078 0.46
H 1.054 -3.376 4.998 -0.303 0.250 0.379 0.17
H -1.252 -4.674 3.360 0.265 -0.163 -0.216 0.35
H -1.057 -2.969 3.816 0.101 0.212 -0.124 -0.28
H -3.514 -3.909 6.351 0.738 0.047 0.178 0.28
H -3.704 -4.249 4.666 0.265 -0.623 -0.275 0.31
H -3.023 -2.741 5.051 -0.107 0.381 0.454 -0.05
H 0.392 -5.330 6.086 -0.564 -0.312 0.224 0.25
H 1.739 -5.658 5.365 0.405 -0.158 -0.314 0.26
C -1.235 6.804 -0.833 -1.541 1.254 0.552 -1.34
C -0.151 6.488 0.136 0.069 0.574 0.375 0.37
C -0.595 5.799 1.402 -0.898 -1.524 -0.484 1.18
O -1.476 6.527 2.215 0.757 0.409 -0.140 -0.38
C -0.941 7.730 2.760 -1.757 -0.196 -0.076 -0.87
N 0.815 5.728 -0.601 1.546 -0.425 0.860 -0.71
H -1.924 7.551 -0.441 -0.227 0.115 0.147 0.32
H -1.850 5.925 -1.024 0.205 -0.126 -0.476 0.17
H -0.795 7.273 -1.714 -0.179 -0.385 -0.254 0.47
H 0.279 7.404 0.540 0.515 0.303 -0.585 0.51
H 0.247 5.363 1.940 0.400 0.364 0.258 0.49
H -1.214 4.944 1.127 0.054 -0.279 -0.126 -1.69
H -0.089 7.558 3.418 0.051 0.076 -0.026 0.28
H -1.841 8.065 3.274 0.496 0.429 0.720 0.34
H -0.778 8.502 2.008 0.514 -0.115 -0.154 0.37
H 1.052 6.238 -1.439 0.051 -0.441 -0.141 0.27
H 0.468 4.799 -0.796 0.084 0.172 -0.419 0.45

Record-wise E values, in Eh: -2587.641835, -2999.126512